1.
The following is a DFT calculation (ωB97M-V/def2-TZVPD) of a molecular structure, C26H35O5STc in a non-equilibrium geometry.

Last column: Löwdin charge in e.
Positions of all 68 atoms, in Å:
Tc: -0.117 0.891 -0.574  1.510
S: -0.252 2.404 2.588  0.900
O: 0.055 2.973 1.251  -0.445
O: -0.085 0.350 1.103  -0.461
O: -1.611 1.909 2.771  -0.346
O: 0.532 -4.094 -1.806  -0.206
O: -1.885 -3.798 -0.816  -0.136
C: 0.811 4.315 4.343  -0.075
C: 1.525 2.095 -1.211  -0.257
C: -0.174 -2.086 -0.911  -0.181
C: -1.145 -5.537 -3.037  -0.029
C: 0.291 -5.241 -2.686  -0.536
C: -0.885 6.372 3.521  -0.022
C: -0.206 4.081 3.435  -0.290
C: -2.216 1.667 -0.365  -0.107
C: -2.294 0.382 -0.989  -0.089
C: 0.851 -6.219 -1.627  -0.049
C: 2.895 0.863 0.195  -0.067
C: 0.155 6.653 4.411  -0.263
C: 1.634 0.737 -1.757  -0.261
C: -1.023 1.775 -2.363  -0.164
C: 0.331 8.070 4.878  -0.046
C: 1.193 -4.965 -0.836  -0.134
C: -1.495 -3.473 0.537  -0.149
C: 2.286 2.123 0.018  -0.080
C: -0.210 -2.618 0.519  -0.133
C: -1.482 0.421 -2.195  -0.172
C: -1.068 5.080 3.016  -0.062
C: -1.408 2.521 -1.194  -0.160
C: -1.393 -2.686 -1.583  -0.190
C: 1.127 -4.974 -3.927  -0.009
C: 0.993 5.612 4.836  -0.018
C: 2.502 -0.005 -0.848  -0.059
H: 1.398 0.474 -2.785  0.119
H: -2.289 -2.823 0.951  0.123
H: -1.415 -4.381 1.151  0.130
H: 1.233 8.179 5.484  0.079
H: -1.207 -6.524 -3.530  0.107
H: 0.694 -3.189 0.761  0.101
H: -1.798 -5.565 -2.165  0.082
H: -1.204 3.567 -0.990  0.134
H: 0.756 -4.035 -4.356  0.088
H: -1.525 -4.799 -3.757  0.086
H: -0.305 -1.765 1.206  0.086
H: -0.274 -0.982 -0.858  0.008
H: -0.511 2.168 -3.237  0.139
H: 1.676 -6.852 -1.938  0.117
H: 1.462 3.494 4.644  0.113
H: 1.239 2.978 -1.776  0.119
H: 0.065 -6.780 -1.104  0.123
H: 0.406 8.747 4.018  0.089
H: 2.453 3.007 0.624  0.115
H: 2.876 -1.012 -1.026  0.117
H: -1.550 7.177 3.200  0.126
H: 2.179 -4.820 -3.648  0.093
H: 3.619 0.649 0.979  0.120
H: 1.801 5.824 5.539  0.121
H: -2.738 1.957 0.540  0.124
H: 1.043 -5.776 -4.670  0.095
H: 2.263 -4.728 -0.739  0.131
H: -2.883 -0.459 -0.629  0.131
H: 0.766 -2.306 -1.398  0.111
H: 0.689 -4.936 0.132  0.099
H: -0.528 8.404 5.473  0.092
H: -1.220 -2.979 -2.618  0.117
H: -2.235 -1.981 -1.585  0.095
H: -1.865 4.867 2.304  0.119
H: -1.300 -0.394 -2.891  0.132

## Properties
Energy relative to the best compared isomer or geometry (same formula, charge and spin) ... 117.7 kJ/mol
Charge ... +1
Lowest unoccupied orbital energy (spin up / spin down) ... -4.168 / -5.343 eV
Spin multiplicity ... 4
HOMO-LUMO gap (spin up / spin down) ... 6.71 / 6.33 eV
⟨S²⟩ ... 3.813
Max |F| ... 5.95 eV/Å

=====

2.
The following is a DFT calculation (ωB97M-V/def2-TZVPD) of a molecular structure, C26H36AsCl2O2P2Sc in a non-equilibrium geometry.

Last column: Löwdin charge in e.
Positions of all 70 atoms, in Å:
As: -0.168 -2.723 2.673  1.313
Sc: -0.699 -0.937 -0.122  0.095
Cl: -2.136 -2.495 -1.003  0.113
Cl: -0.536 0.993 -1.546  0.093
P: -1.924 1.135 1.262  0.705
P: 1.688 -1.374 -1.457  0.722
O: 1.562 1.320 1.322  0.298
O: 0.107 -1.363 1.619  -0.602
C: 0.352 -2.208 4.434  -0.346
C: 2.763 -0.295 -2.468  -0.269
C: -1.993 2.927 0.926  -0.272
C: 0.636 -4.838 0.871  -0.117
C: 2.350 -6.471 1.408  -0.041
C: 2.679 -5.760 2.564  -0.043
C: 0.051 -3.128 5.453  -0.101
C: -4.187 -2.560 3.880  -0.050
C: 1.322 -0.713 6.062  -0.054
C: -4.828 -3.402 2.965  -0.040
C: -2.705 -3.876 1.904  -0.133
C: 1.113 -2.574 -2.725  -0.260
C: 0.387 -2.836 6.778  -0.045
C: 0.928 -4.162 2.067  -0.314
C: -2.802 -2.362 3.808  -0.109
C: -1.818 1.111 3.076  -0.253
C: -4.085 -4.055 1.979  -0.050
C: -3.650 0.606 0.962  -0.248
C: 1.703 2.902 -0.672  0.002
C: 1.017 -1.623 7.080  -0.046
C: 1.981 -4.592 2.891  -0.076
C: 1.551 2.017 0.391  -0.068
C: 2.909 -2.344 -0.523  -0.254
C: 0.997 -0.999 4.725  -0.080
C: -2.068 -3.012 2.808  -0.306
C: 1.343 -6.006 0.555  -0.049
H: 1.675 2.319 -1.611  0.083
H: -4.753 -2.060 4.664  0.119
H: 1.819 0.230 6.301  0.115
H: 3.636 -2.770 -1.228  0.065
H: 2.643 3.476 -0.596  0.157
H: 2.153 0.319 -3.147  0.045
H: -2.003 0.092 3.446  0.016
H: 1.901 -2.769 -3.460  0.060
H: 0.813 3.566 -0.702  0.144
H: 1.241 -0.301 3.923  0.092
H: 2.880 -7.395 1.166  0.123
H: -2.870 3.358 1.437  0.065
H: 3.365 0.371 -1.832  0.042
H: 3.425 -1.674 0.179  0.053
H: -2.566 1.803 3.492  0.066
H: -2.299 -1.723 4.534  0.101
H: 3.443 -0.921 -3.069  0.067
H: -5.903 -3.553 3.026  0.121
H: -0.810 1.428 3.382  0.043
H: -3.807 0.520 -0.122  0.052
H: -4.341 1.348 1.381  0.062
H: -2.124 -4.368 1.130  0.063
H: 1.090 -6.551 -0.355  0.120
H: 0.153 -3.559 7.559  0.121
H: -0.445 -4.068 5.211  0.120
H: 0.240 -2.141 -3.230  0.043
H: 2.412 -3.149 0.039  0.021
H: -0.140 -4.456 0.198  0.076
H: 2.235 -4.023 3.785  0.107
H: -4.573 -4.712 1.259  0.124
H: -3.824 -0.378 1.420  0.041
H: 0.810 -3.509 -2.241  0.039
H: -1.086 3.428 1.297  0.041
H: -2.077 3.108 -0.155  0.036
H: 3.472 -6.109 3.226  0.121
H: 1.273 -1.392 8.118  0.122

## Properties
Energy relative to the best compared isomer or geometry (same formula, charge and spin) ... 62.4 kJ/mol
Charge ... +2
Lowest unoccupied orbital energy ... -7.138 eV
HOMO-LUMO gap ... 7.09 eV
Max |F| ... 6.14 eV/Å

=====

3.
The following is a DFT calculation (ωB97M-V/def2-TZVPD) of 7 unconnected molecules or ions with the total composition C26H36BBrF7NO18 in a non-equilibrium geometry.

Last column: Löwdin charge in e.
Positions of all 90 atoms, in Å:
Br: -1.636 4.145 -0.548  0.712
F: 0.524 -0.157 -2.764  0.064
F: -1.597 -0.032 3.473  -0.070
F: 6.785 2.713 2.829  0.078
F: -3.745 -0.835 -3.959  0.078
F: -0.032 -6.224 -0.308  0.070
F: -5.050 3.221 -5.631  0.078
F: 0.310 -4.650 2.119  0.073
O: 2.964 -7.747 -1.027  0.079
O: -2.039 5.852 -3.725  0.155
O: -5.517 0.518 -4.307  0.115
O: 3.106 -3.706 5.426  0.185
O: 5.952 -0.257 1.314  0.085
O: -6.525 -0.608 -5.970  0.080
O: -7.294 1.416 -5.366  0.178
O: 3.712 -0.067 1.264  0.160
O: 3.259 -3.623 -2.406  0.169
O: 1.833 -4.583 3.785  0.138
O: -4.256 5.686 -3.374  0.068
O: 1.258 -2.627 4.731  0.064
O: -3.238 4.269 -4.789  0.138
O: 1.689 -2.016 -2.232  0.137
O: 3.517 -1.669 -3.490  0.079
O: 4.958 1.501 2.292  0.134
O: 2.694 -9.698 0.062  0.176
O: 1.131 -8.082 0.231  0.136
N: 0.922 1.711 -0.078  -0.116
C: -1.543 3.709 1.404  -0.699
C: -6.519 0.529 -5.230  -0.552
C: 2.859 -2.541 -2.685  -0.541
C: 6.287 1.452 2.783  -0.312
C: 1.213 -6.690 -0.026  -0.323
C: 1.638 2.076 1.160  -0.168
C: -3.078 5.323 -3.943  -0.569
C: -5.279 4.904 -3.992  -0.053
C: -5.367 -1.357 -5.597  -0.057
C: -5.075 -0.826 -4.223  -0.313
C: 4.773 0.352 1.589  -0.537
C: -4.509 3.717 -4.492  -0.317
C: -0.937 0.467 4.597  -0.201
C: -2.731 4.480 2.066  -0.163
C: 2.301 -8.616 -0.221  -0.551
C: 6.990 0.621 1.749  -0.055
C: -0.593 1.986 4.458  -0.152
C: 0.357 -2.851 3.645  -0.065
C: -0.155 4.123 2.011  -0.157
C: 0.486 -4.329 3.426  -0.304
C: -0.147 0.716 0.142  -0.115
C: 1.767 -0.621 -2.480  -0.328
C: 2.160 -3.643 4.716  -0.548
C: 0.825 2.214 3.792  -0.108
C: 2.656 -0.546 -3.685  -0.053
C: 2.105 -6.622 -1.227  -0.056
B: 0.753 2.814 2.285  -0.245
H: 2.104 -0.667 -4.620  0.146
H: 0.681 -2.271 2.778  0.148
H: 2.671 -5.694 -1.272  0.120
H: -0.154 0.263 1.154  0.082
H: -0.563 2.408 5.478  0.114
H: -1.375 2.418 3.805  0.090
H: 0.613 2.512 -0.613  0.045
H: -0.348 4.704 2.942  0.105
H: 1.378 1.243 3.808  0.092
H: 0.379 4.792 1.297  0.095
H: 0.047 -0.128 -0.557  0.053
H: 1.555 -6.746 -2.163  0.149
H: 2.166 1.202 1.618  0.073
H: -6.052 4.631 -3.276  0.144
H: -0.657 -2.553 3.907  0.134
H: 2.157 -0.111 -1.594  0.156
H: 2.436 2.809 0.864  0.127
H: -5.573 -2.426 -5.599  0.142
H: -2.736 5.549 1.769  0.075
H: -4.558 -1.151 -6.302  0.148
H: -5.735 5.475 -4.804  0.147
H: -5.610 -1.337 -3.419  0.176
H: -0.179 -4.938 4.044  0.178
H: -1.741 2.627 1.528  0.073
H: 6.291 1.021 3.787  0.177
H: -4.397 2.913 -3.761  0.169
H: -1.150 1.101 -0.160  0.070
H: 7.830 0.063 2.159  0.144
H: 7.341 1.218 0.904  0.148
H: 1.411 2.886 4.468  0.111
H: -2.652 4.402 3.167  0.074
H: -0.023 -0.122 4.810  0.105
H: 3.223 0.383 -3.729  0.143
H: 1.606 -6.177 0.853  0.158
H: -3.687 4.056 1.689  0.075
H: -1.622 0.351 5.461  0.117

## Properties
SMILES ... CNCB(CCCF)C[C@@H](C)Br.O=C1OC[C@@H](F)O1.O=C1OC[C@@H](F)O1.O=C1OC[C@@H](F)O1.O=C1OC[C@@H](F)O1.O=C1OC[C@@H](F)O1.O=C1OC[C@@H](F)O1
Lowest unoccupied orbital energy ... 0.272 eV
HOMO-LUMO gap ... 8.45 eV
Max |F| ... 1.57 eV/Å